A molecular structure, C34H29Cl6N2NaO5P2 at a distorted geometry, computed with ωB97M-V with the def2-TZVPD basis set.

Values from the calculation:
Charge ... -2
Spin multiplicity ... 1
Energy above the lowest of the compared OMol25 structures with the same formula, charge and spin ... 0.0 kcal per mole
Gap between HOMO and LUMO ... 5.17 eV
HOMO energy ... -1.45 eV

Cartesian coordinates (Å):
Na1 -0.729 1.104 -1.744
C1 3.103 -1.113 -0.691
N1 2.144 -0.664 0.319
P1 -0.198 -1.324 0.111
C2 -0.078 -2.344 1.691
C3 1.099 -2.349 2.446
C4 1.205 -3.093 3.618
C5 0.145 -3.870 4.062
C6 -1.018 -3.911 3.304
C7 -1.119 -3.164 2.134
C8 0.203 -2.631 -1.122
C9 -0.430 -2.605 -2.364
C10 -0.157 -3.565 -3.328
C11 0.757 -4.578 -3.064
C12 1.397 -4.612 -1.830
C13 1.123 -3.644 -0.871
P2 1.695 0.958 0.108
C14 3.275 1.904 0.376
C15 4.390 1.358 1.006
C16 5.532 2.122 1.225
C17 5.575 3.449 0.811
C18 4.474 4.001 0.166
C19 3.340 3.229 -0.058
C20 0.951 1.404 1.776
C21 1.543 1.091 2.999
C22 0.950 1.454 4.202
C23 -0.250 2.158 4.206
C24 -0.842 2.503 2.997
C25 -0.242 2.126 1.797
H1 3.636 -1.999 -0.318
H2 3.876 -0.376 -0.955
H3 2.641 -1.392 -1.649
H4 1.935 -1.777 2.055
H5 2.133 -3.065 4.180
H6 0.230 -4.449 4.975
H7 -1.852 -4.530 3.615
H8 -2.029 -3.239 1.556
H9 -1.126 -1.813 -2.607
H10 -0.652 -3.506 -4.289
H11 0.974 -5.328 -3.816
H12 2.121 -5.389 -1.613
H13 1.637 -3.672 0.086
H14 4.339 0.320 1.320
H15 6.392 1.679 1.717
H16 6.465 4.045 0.977
H17 4.502 5.028 -0.179
H18 2.494 3.647 -0.595
H19 2.486 0.555 3.002
H20 1.426 1.187 5.139
H21 -0.714 2.440 5.145
H22 -1.771 3.061 2.981
H23 -0.725 2.393 0.862
O1 2.660 1.390 -3.117
Cl1 1.274 1.376 -3.551
O2 1.198 1.472 -4.993
O3 0.531 2.483 -2.927
O4 0.625 0.122 -3.099
N2 -4.136 1.163 1.826
C26 -3.252 0.689 0.888
O5 -2.980 1.343 -0.098
C27 -2.642 -0.657 1.193
C28 -2.103 -1.429 -0.019
H24 -4.366 2.140 1.755
H25 -4.149 0.732 2.734
H26 -3.346 -1.253 1.781
H27 -1.832 -0.399 1.891
H28 -2.366 -0.870 -0.923
H29 -2.579 -2.406 -0.136
Cl2 -2.254 4.104 -1.904
C29 -3.327 2.982 -2.815
C30 -2.883 1.706 -3.062
C31 -3.771 0.911 -3.736
Cl3 -3.312 -0.790 -4.114
C32 -5.037 1.321 -4.151
Cl4 -6.131 0.251 -4.992
C33 -5.439 2.627 -3.879
Cl5 -7.008 3.190 -4.380
C34 -4.569 3.475 -3.198
Cl6 -5.065 5.113 -2.843

A molecular structure, C34H29FeN5O4Se3, computed with ωB97M-V with the def2-TZVPD basis set.

Values from the calculation:
⟨S²⟩ ... 0.766
Charge ... +1
Spin multiplicity ... 2
Energy above the lowest of the compared OMol25 structures with the same formula, charge and spin ... 0.0 kcal per mole
Gap between HOMO and LUMO (spin up / spin down) ... 7.97 / 6.47 eV
HOMO energy (spin up / spin down) ... -10.89 / -10.89 eV

Cartesian coordinates (Å):
Fe1 -1.275 -0.922 0.640
O1 4.680 -3.246 -1.722
C1 3.513 -3.549 -2.455
C2 2.341 -2.861 -1.816
C3 1.045 -3.146 -2.223
C4 -0.012 -2.501 -1.612
N1 0.152 -1.587 -0.652
C5 1.407 -1.292 -0.270
C6 2.516 -1.919 -0.815
C7 1.499 -0.254 0.781
C8 2.688 0.352 1.152
C9 2.668 1.372 2.093
C10 3.949 2.077 2.472
O2 5.074 1.225 2.439
C11 1.443 1.740 2.635
C12 0.299 1.080 2.225
N2 0.324 0.097 1.324
H1 5.441 -3.642 -2.157
H2 3.321 -4.627 -2.481
H3 3.592 -3.201 -3.492
H4 0.848 -3.880 -2.994
H5 -1.032 -2.738 -1.876
H6 3.514 -1.688 -0.476
H7 3.627 0.067 0.702
H8 3.831 2.568 3.442
H9 4.146 2.859 1.736
H10 5.067 0.658 3.217
H11 1.369 2.525 3.375
H12 -0.670 1.321 2.645
Se1 -2.017 -4.622 0.480
Se2 -3.805 -3.522 1.449
C13 -4.025 -2.277 0.012
C14 -5.288 -2.168 -0.555
C15 -5.436 -1.462 -1.733
C16 -4.303 -0.940 -2.334
C17 -3.098 -1.059 -1.675
N3 -2.949 -1.659 -0.483
C18 -0.727 -3.902 1.702
C19 0.004 -4.819 2.444
C20 0.757 -4.372 3.515
C21 0.683 -3.032 3.845
C22 -0.050 -2.187 3.033
N4 -0.693 -2.582 1.925
H13 -6.124 -2.676 -0.096
H14 -6.408 -1.367 -2.198
H15 -4.348 -0.436 -3.289
H16 -2.201 -0.642 -2.106
H17 -0.071 -5.872 2.210
H18 1.336 -5.066 4.111
H19 1.177 -2.633 4.720
H20 -0.138 -1.141 3.282
O3 -3.874 1.214 2.766
C23 -3.099 0.717 1.972
O4 -2.467 -0.397 2.080
C24 -2.757 1.481 0.702
C25 -3.306 2.722 0.428
C26 -2.889 3.402 -0.704
C27 -1.922 2.819 -1.514
C28 -1.447 1.567 -1.175
N5 -1.857 0.903 -0.101
H21 -4.031 3.118 1.126
H22 -3.291 4.377 -0.943
H23 -1.533 3.321 -2.389
H24 -0.683 1.077 -1.767
Se3 2.102 1.537 -2.452
C29 1.656 3.337 -2.220
C30 1.434 4.162 -3.331
C31 1.059 5.481 -3.148
C32 0.901 5.988 -1.862
C33 1.125 5.178 -0.754
C34 1.503 3.859 -0.928
H25 1.558 3.756 -4.326
H26 0.892 6.118 -4.006
H27 0.609 7.021 -1.724
H28 1.003 5.579 0.243
H29 1.675 3.214 -0.074

A molecular structure, C34H29I2N9O6P2S2Ti, computed with ωB97M-V with the def2-TZVPD basis set.

Values from the calculation:
⟨S²⟩ ... 2.009
Charge ... -2
Spin multiplicity ... 3
Energy above the lowest of the compared OMol25 structures with the same formula, charge and spin ... 0.0 kcal per mole
Gap between HOMO and LUMO (spin up / spin down) ... 7.00 / 7.20 eV
HOMO energy (spin up / spin down) ... -3.00 / -3.31 eV

Cartesian coordinates (Å):
Ti1 1.201 1.850 1.202
I1 -0.308 1.517 3.585
C1 0.547 4.689 2.051
I2 1.011 6.096 0.668
H1 1.287 4.459 2.800
H2 -0.481 4.377 2.144
N1 0.456 3.505 -1.914
C2 1.646 2.809 -1.833
N2 2.521 2.753 -2.817
N3 3.513 1.982 -2.313
N4 3.237 1.604 -1.123
N5 2.032 2.119 -0.759
C3 -0.616 3.216 -1.098
N6 -1.856 3.552 -1.409
N7 -2.583 3.122 -0.356
N8 -1.834 2.570 0.523
N9 -0.542 2.594 0.087
H3 0.207 3.818 -2.838
O1 4.053 4.235 0.974
S1 4.123 3.181 1.956
O2 4.728 3.512 3.219
O3 2.765 2.561 2.170
C4 5.158 1.912 1.241
C5 6.293 2.457 0.651
C6 7.241 1.646 0.051
C7 7.048 0.276 0.030
C8 5.914 -0.269 0.608
C9 4.959 0.534 1.221
S2 3.572 -0.368 1.928
O4 3.792 -1.743 1.542
O5 3.561 -0.086 3.338
O6 2.356 0.147 1.231
H4 6.402 3.532 0.647
H5 8.113 2.089 -0.414
H6 7.771 -0.374 -0.449
H7 5.735 -1.333 0.584
C10 -2.011 -0.360 0.857
P1 -0.211 -0.340 0.485
C11 0.330 -1.985 1.066
C12 0.334 -3.091 0.221
C13 0.690 -4.340 0.702
C14 1.041 -4.493 2.036
C15 1.039 -3.395 2.880
C16 0.688 -2.144 2.398
C17 -0.040 -0.407 -1.323
C18 1.212 -0.776 -1.825
C19 1.510 -0.587 -3.161
C20 0.571 -0.015 -4.013
C21 -0.665 0.366 -3.519
C22 -0.966 0.178 -2.178
P2 -2.939 -1.934 0.944
C23 -4.614 -1.272 1.359
C24 -5.665 -2.193 1.389
C25 -6.952 -1.799 1.701
C26 -7.214 -0.468 2.008
C27 -6.179 0.454 1.994
C28 -4.887 0.059 1.670
C29 -3.237 -2.247 -0.850
C30 -2.701 -3.393 -1.428
C31 -2.861 -3.644 -2.785
C32 -3.573 -2.756 -3.572
C33 -4.126 -1.614 -3.003
C34 -3.958 -1.363 -1.654
H8 -2.510 0.353 0.202
H9 -2.034 0.095 1.855
H10 0.065 -2.966 -0.821
H11 0.699 -5.195 0.035
H12 1.332 -5.467 2.412
H13 1.342 -3.498 3.914
H14 0.715 -1.283 3.055
H15 1.969 -1.164 -1.150
H16 2.498 -0.834 -3.526
H17 0.822 0.168 -5.050
H18 -1.393 0.837 -4.169
H19 -1.922 0.525 -1.801
H20 -5.462 -3.234 1.159
H21 -7.753 -2.529 1.712
H22 -8.220 -0.154 2.259
H23 -6.370 1.493 2.230
H24 -4.102 0.805 1.657
H25 -2.139 -4.082 -0.809
H26 -2.423 -4.532 -3.225
H27 -3.691 -2.945 -4.633
H28 -4.677 -0.912 -3.617
H29 -4.383 -0.464 -1.218

A molecular structure, C34H29N2O2PV, computed with ωB97M-V with the def2-TZVPD basis set.

Values from the calculation:
⟨S²⟩ ... 0.773
Charge ... +2
Spin multiplicity ... 2
Gap between HOMO and LUMO (spin up / spin down) ... 7.49 / 7.43 eV
HOMO energy (spin up / spin down) ... -14.48 / -14.47 eV

Cartesian coordinates (Å):
V1 -0.069 0.365 0.061
O1 1.469 1.123 0.429
C1 2.741 1.274 -0.019
C2 3.584 2.187 0.590
C3 4.881 2.279 0.104
C4 5.327 1.481 -0.953
C5 4.472 0.575 -1.543
C6 3.149 0.463 -1.083
C7 2.255 -0.479 -1.686
N1 1.001 -0.627 -1.410
C8 0.289 -1.709 -2.121
C9 -1.173 -1.337 -2.144
N2 -1.505 -0.852 -0.798
C10 -2.661 -1.145 -0.311
C11 -3.145 -0.761 0.985
C12 -4.414 -1.182 1.401
C13 -4.857 -0.880 2.675
C14 -4.033 -0.172 3.547
C15 -2.768 0.259 3.165
C16 -2.356 -0.033 1.879
O2 -1.127 0.387 1.455
H1 3.234 2.794 1.412
H2 5.563 2.982 0.562
H3 6.345 1.575 -1.301
H4 4.807 -0.053 -2.358
H5 2.683 -1.119 -2.458
H6 0.442 -2.641 -1.572
H7 0.689 -1.825 -3.129
H8 -1.797 -2.192 -2.411
H9 -1.357 -0.530 -2.859
H10 -3.333 -1.752 -0.919
H11 -5.035 -1.751 0.720
H12 -5.835 -1.202 3.003
H13 -4.381 0.044 4.548
H14 -2.125 0.805 3.840
C17 -5.621 1.771 -0.562
C18 -4.938 1.332 -1.691
C19 -3.574 1.540 -1.800
C20 -2.881 2.197 -0.780
C21 -3.573 2.647 0.342
C22 -4.941 2.429 0.450
P1 -1.085 2.393 -0.861
C23 -0.605 3.793 0.171
C24 -0.398 5.031 -0.437
C25 -0.067 6.136 0.333
C26 0.066 6.011 1.707
C27 -0.126 4.777 2.316
C28 -0.459 3.669 1.555
C29 -0.629 2.790 -2.550
C30 0.676 2.540 -2.972
C31 1.082 2.918 -4.242
C32 0.185 3.548 -5.093
C33 -1.113 3.810 -4.674
C34 -1.525 3.433 -3.406
H15 -6.689 1.615 -0.483
H16 -5.474 0.845 -2.495
H17 -3.057 1.217 -2.697
H18 -3.057 3.179 1.130
H19 -5.473 2.790 1.319
H20 -0.489 5.143 -1.511
H21 0.088 7.093 -0.145
H22 0.324 6.874 2.306
H23 -0.014 4.677 3.387
H24 -0.595 2.718 2.043
H25 1.392 2.079 -2.300
H26 2.097 2.730 -4.564
H27 0.499 3.846 -6.084
H28 -1.804 4.313 -5.336
H29 -2.536 3.649 -3.087

A molecular structure, C34H29N5O2S6Sm at a distorted geometry, computed with ωB97M-V with the def2-TZVPD basis set.

Values from the calculation:
⟨S²⟩ ... 8.760
Charge ... -1
Spin multiplicity ... 6
Energy above the lowest of the compared OMol25 structures with the same formula, charge and spin ... 27.4 kcal per mole
Gap between HOMO and LUMO (spin up / spin down) ... 5.84 / 5.86 eV
HOMO energy (spin up / spin down) ... -4.04 / -4.05 eV

Cartesian coordinates (Å):
Sm1 0.496 0.620 -0.806
C1 3.524 -2.216 -1.897
C2 2.601 -2.087 -0.715
C3 2.894 -1.155 0.292
C4 4.201 -0.404 0.293
C5 2.017 -0.994 1.389
C6 2.486 -0.170 2.563
C7 0.793 -1.687 1.398
C8 -0.158 -1.623 2.570
C9 0.495 -2.602 0.369
C10 -0.838 -3.307 0.393
C11 1.450 -2.886 -0.616
C12 1.318 -4.095 -1.503
H1 4.469 -2.687 -1.628
H2 3.727 -1.217 -2.284
H3 3.069 -2.797 -2.692
H4 4.011 0.655 0.118
H5 4.870 -0.750 -0.486
H6 4.704 -0.516 1.250
H7 3.189 -0.757 3.158
H8 1.672 0.148 3.207
H9 2.989 0.730 2.222
H10 -1.060 -1.069 2.307
H11 0.298 -1.159 3.438
H12 -0.455 -2.632 2.857
H13 -0.837 -4.126 1.114
H14 -1.097 -3.709 -0.581
H15 -1.620 -2.605 0.678
H16 1.026 -3.831 -2.518
H17 0.582 -4.791 -1.114
H18 2.275 -4.612 -1.552
O1 1.469 1.934 0.845
S1 0.197 2.513 1.285
O2 -0.109 3.804 0.741
N1 -0.852 1.364 0.956
C13 -2.180 1.686 0.844
C14 -2.793 2.721 1.526
C15 -4.162 2.955 1.394
C16 -4.944 2.162 0.598
C17 -4.357 1.120 -0.145
C18 -5.090 0.300 -1.025
C19 -4.431 -0.651 -1.755
C20 -3.043 -0.789 -1.598
N2 -2.318 -0.063 -0.775
C21 -2.961 0.883 -0.044
C22 0.251 2.678 3.080
C23 0.922 3.731 3.672
C24 0.882 3.873 5.050
C25 0.171 2.967 5.821
C26 -0.510 1.922 5.220
C27 -0.480 1.786 3.842
H19 -2.193 3.372 2.142
H20 -4.600 3.781 1.935
H21 -6.006 2.340 0.506
H22 -6.160 0.440 -1.102
H23 -4.955 -1.294 -2.445
H24 -2.526 -1.546 -2.170
H25 1.453 4.429 3.046
H26 1.384 4.704 5.525
H27 0.140 3.081 6.894
H28 -1.080 1.229 5.820
H29 -1.045 1.010 3.349
S2 2.170 3.256 -7.645
C28 1.842 2.792 -6.107
S3 0.291 2.994 -5.350
C29 0.707 2.354 -3.761
C30 1.987 1.920 -3.625
S4 2.766 1.290 -2.211
S5 3.007 2.049 -5.054
S6 -0.557 2.403 -2.576
N3 0.171 -0.994 -2.418
C31 -0.240 -1.739 -3.221
C32 -0.755 -2.695 -4.037
C33 -1.659 -3.584 -3.458
N4 -2.393 -4.313 -2.946
C34 -0.396 -2.843 -5.377
N5 -0.106 -3.009 -6.477

A molecular structure, C34H30CrNO4 at a distorted geometry, computed with ωB97M-V with the def2-TZVPD basis set.

Values from the calculation:
⟨S²⟩ ... 3.771
Charge ... +2
Spin multiplicity ... 4
Energy above the lowest of the compared OMol25 structures with the same formula, charge and spin ... 45.9 kcal per mole
Gap between HOMO and LUMO (spin up / spin down) ... 7.33 / 4.45 eV
HOMO energy (spin up / spin down) ... -12.99 / -13.77 eV

Cartesian coordinates (Å):
C1 3.833 -0.937 3.035
C2 2.829 0.029 2.429
N1 1.512 -0.178 2.860
C3 0.332 0.493 2.503
C4 -0.634 0.587 3.561
C5 -1.427 1.723 3.740
C6 -2.514 1.885 4.773
C7 -2.512 0.799 5.828
C8 -2.066 -0.575 5.277
C9 -0.709 -0.536 4.577
C10 0.189 1.212 1.166
O1 3.180 0.918 1.658
H1 3.507 -2.001 2.995
H2 4.744 -0.831 2.437
H3 4.134 -0.727 4.079
H4 1.468 -0.902 3.558
H5 -1.268 2.589 3.072
H6 -2.532 2.858 5.296
H7 -3.454 1.901 4.190
H8 -1.818 1.083 6.622
H9 -3.500 0.681 6.280
H10 -2.089 -1.311 6.104
H11 -2.776 -0.913 4.499
H12 -0.581 -1.478 4.035
H13 0.060 -0.518 5.358
H14 -0.228 2.238 1.354
H15 1.265 1.417 0.817
O2 -2.614 -4.095 -5.609
C11 -1.762 -3.949 -4.804
Cr1 -0.314 -3.509 -3.688
C12 -0.914 -1.762 -3.875
O3 -1.317 -0.695 -4.216
C13 0.557 -3.245 -5.336
O4 0.943 -3.000 -6.429
C14 0.388 -5.455 -3.020
C15 -0.837 -5.175 -2.404
C16 -1.012 -3.947 -1.760
C17 0.038 -3.023 -1.582
C18 -0.298 -1.726 -0.876
C19 -0.424 -0.593 -0.471
C20 -0.707 0.815 -0.001
C21 -0.330 1.803 -1.148
C22 0.738 1.424 -1.962
C23 1.335 2.317 -2.859
C24 0.787 3.604 -3.045
C25 -0.334 3.965 -2.283
C26 -0.856 3.079 -1.315
C27 -2.188 0.825 0.460
C28 -2.570 -0.320 1.159
C29 -3.674 -0.352 2.010
C30 -4.520 0.766 2.070
C31 -4.266 1.842 1.201
C32 -3.163 1.819 0.315
C33 1.244 -3.285 -2.295
C34 1.432 -4.525 -2.948
H16 0.525 -6.377 -3.595
H17 -1.681 -5.868 -2.474
H18 -2.002 -3.660 -1.402
H19 1.157 0.419 -1.883
H20 2.251 2.020 -3.397
H21 1.222 4.282 -3.782
H22 -0.764 4.969 -2.431
H23 -1.657 3.441 -0.672
H24 -1.967 -1.232 1.090
H25 -3.859 -1.232 2.641
H26 -5.382 0.762 2.745
H27 -4.941 2.721 1.254
H28 -3.134 2.591 -0.457
H29 2.040 -2.525 -2.378
H30 2.379 -4.754 -3.458

What is the formula in the second record?
C34H29FeN5O4Se3